No. 1
{
  "formula": "C14H10N4O6S",
  "method": "ωB97M-V/def2-TZVPD",
  "elements": ["O", "O", "O", "O", "O", "N", "O", "C", "C", "C", "C", "C", "C", "C", "C", "C", "C", "C", "C", "C", "C", "N", "N", "N", "S", "H", "H", "H", "H", "H", "H", "H", "H", "H", "H"],
  "coordinates": [[1.040573, -1.777325, -1.491679], [-0.870130, -0.193180, -3.520786], [0.772022, -0.563714, 6.620512], [-0.401469, 1.113571, -5.193920], [2.278557, 1.318547, 5.698256], [1.078008, 0.744279, -0.173864], [0.522881, 1.523946, 5.029717], [1.452774, -1.564343, -0.373007], [1.889750, -2.927187, 2.953170], [1.757566, -2.177648, 4.111071], [1.595409, 0.028904, 2.830861], [1.729356, -0.768351, 1.732086], [1.912578, -2.159160, 1.712997], [1.545852, -0.701504, 4.098342], [1.431582, -0.357337, 0.373715], [-1.025724, 4.151236, -1.320024], [-1.882518, 4.100519, -2.453958], [-0.184463, 3.130572, -1.088226], [-1.739932, 3.031613, -3.310532], [0.077043, 2.085204, -1.982711], [-0.733921, 2.009883, -3.168281], [0.886338, 1.037124, -1.472241], [-0.695997, 0.937917, -4.009344], [1.774256, -2.611623, 0.486305], [1.331954, 0.179734, 5.486339], [1.318058, 1.963531, 5.455996], [1.968971, -3.930910, 2.906155], [1.569922, -2.571235, 5.062808], [1.300859, 1.091684, 2.750201], [-1.171596, 4.825888, -0.524216], [-2.679572, 4.849683, -2.632082], [0.596395, 3.124036, -0.228256], [-2.602064, 2.976522, -3.982890], [1.075333, 0.223659, -2.109473], [1.602546, -3.623338, 0.248154]],
  "atomic_forces_ev_per_a": [[0.41, 0.38, -0.68], [0.06, 1.43, -0.37], [1.46, 0.68, -2.35], [-0.60, 0.21, 1.04], [9.81, -4.39, 3.76], [-0.82, 3.14, 0.57], [-8.35, -2.84, -2.76], [-0.84, -2.70, -1.93], [0.33, 5.19, -1.31], [-1.07, 3.25, -1.04], [-0.70, -1.27, 2.63], [-0.21, 1.62, 0.09], [-0.70, -0.31, 4.78], [1.52, -2.42, -3.75], [0.60, 0.48, -1.79], [-1.81, -0.09, -1.14], [0.69, 0.17, 0.95], [3.90, -0.80, 1.18], [-0.07, -0.49, -0.37], [-1.77, -0.50, 0.51], [-0.51, 4.04, 3.98], [1.01, -3.35, -1.08], [0.81, -4.19, -2.71], [0.06, -2.66, -2.14], [-2.68, 5.15, 2.79], [-0.66, 2.40, -0.22], [0.16, -3.18, 0.19], [0.19, -1.04, 1.18], [0.45, -0.80, 0.19], [-0.09, 1.17, 0.47], [0.66, -0.67, 0.24], [-1.97, 0.21, -1.19], [0.93, -0.58, -0.55], [-0.60, 0.93, 0.64], [0.37, 1.83, 0.18]],
  "nbo_charge": [-0.559, -0.361, -0.856, -0.341, -0.947, -0.127, -0.913, 0.607, -0.265, -0.092, -0.044, -0.151, 0.270, -0.492, 0.030, -0.162, -0.218, -0.236, -0.177, 0.187, 0.013, -0.373, 0.481, -0.580, 2.292, 0.489, 0.221, 0.239, 0.273, 0.223, 0.232, 0.247, 0.240, 0.420, 0.434],
  "e_above_lowest_kcal_mol": 0.00,
  "total_charge": 0,
  "energy_ev": -43751.525,
  "fmax_ev_per_a": 11.39,
  "homo_ev": -8.75
}

***

No. 2
{
  "formula": "C4H8BrN2",
  "method": "ωB97M-V/def2-TZVPD",
  "elements": ["C", "C", "C", "C", "N", "N", "Br", "H", "H", "H", "H", "H", "H", "H", "H"],
  "coordinates": [[-0.984227, -1.260595, -0.064025], [-1.638526, 0.081534, -0.406024], [0.065341, 0.003640, 1.196359], [2.465696, -0.244950, -0.370464], [-0.107903, -1.171347, 0.838404], [-0.825261, 0.972503, 0.467448], [1.974426, 1.082604, -1.636306], [-1.018207, -2.097819, -0.711576], [-1.604496, 0.286294, -1.515124], [-2.670601, 0.023704, -0.093314], [0.731163, 0.383797, 1.835888], [2.136935, -1.177215, -0.752806], [3.248503, 0.019293, 0.274588], [-0.261625, 1.585090, -0.171629], [-1.511218, 1.513468, 1.108581]],
  "atomic_forces_ev_per_a": [[-2.02, 0.18, -2.98], [0.07, -1.72, -1.13], [-1.01, 2.74, -0.36], [-1.24, 1.12, -1.46], [1.37, -3.20, 1.05], [-1.47, 1.32, 0.00], [0.03, -0.06, 0.47], [-0.57, -0.86, -0.27], [0.19, 0.20, 1.33], [-0.35, 0.45, 0.12], [2.27, 1.38, 2.50], [0.22, -0.87, 0.37], [0.89, -0.02, 0.70], [-0.26, -0.02, 0.87], [1.87, -0.64, -1.21]],
  "nbo_charge": [0.111, -0.327, 0.233, -0.405, -0.371, -0.592, 0.037, 0.223, 0.271, 0.254, 0.216, 0.201, 0.208, 0.470, 0.471],
  "e_above_lowest_kcal_mol": 125.30,
  "total_charge": 1,
  "energy_ev": -77289.056,
  "fmax_ev_per_a": 3.65,
  "homo_ev": [-12.52, -13.09]
}

***

No. 3
{
  "formula": "CH8O2",
  "method": "ωB97M-V/def2-TZVPD",
  "elements": ["C", "H", "H", "H", "H", "H", "H", "O", "H", "H", "O"],
  "coordinates": [[-2.403028, 0.144772, -0.461080], [-3.103557, -0.420924, -1.079760], [-2.287997, -0.392782, 0.473930], [-2.745374, 1.171835, -0.360662], [-1.453442, 0.225469, -0.989837], [2.814278, -1.681742, 0.677483], [3.137739, -0.804255, -0.553165], [2.395270, -1.325282, -0.153111], [0.957323, 1.645295, 0.388894], [1.622666, 0.336945, 0.896220], [1.066119, 1.100667, 1.161087]],
  "atomic_forces_ev_per_a": [[0.06, -0.05, -0.68], [-0.01, 0.14, -0.06], [0.17, 0.30, 0.17], [-0.27, -0.07, 0.41], [0.10, -0.35, 0.16], [-0.16, 0.15, -0.55], [-0.22, -0.24, 0.12], [0.37, 0.16, 0.47], [0.15, 0.11, -0.62], [-0.22, 0.27, -0.24], [0.04, -0.43, 0.82]],
  "lowdin_spin": [0.057, 0.002, 0.006, 0.004, 0.019, 0.137, 0.147, 0.389, 0.036, 0.048, 0.154],
  "multiplicity": 2,
  "e_above_lowest_kcal_mol": 0.31,
  "total_charge": -1,
  "energy_ev": -5260.670,
  "fmax_ev_per_a": 0.92,
  "homo_ev": [0.97, -6.64]
}

***

No. 4
{
  "formula": "C4H2N4",
  "method": "ωB97M-V/def2-TZVPD",
  "elements": ["C", "C", "C", "C", "H", "H", "N", "N", "N", "N"],
  "coordinates": [[-1.341651, -0.451852, 1.875567], [-1.192116, 0.587392, 0.907910], [1.222791, -0.663559, -0.919111], [1.135842, 0.496221, -1.976759], [-1.884348, 1.355929, 1.038802], [1.877990, -1.388046, -1.146937], [-1.530359, -1.166651, 2.743012], [-0.101160, 0.634969, 0.148847], [0.560028, -0.628388, 0.175372], [1.252983, 1.223986, -2.846703]],
  "atomic_forces_ev_per_a": [[-0.37, 0.11, -0.57], [4.16, -1.13, -0.97], [-2.38, 4.33, -0.29], [0.51, -2.95, 2.49], [-0.68, 1.58, -0.45], [2.00, -2.79, -0.77], [-0.14, -0.78, 0.81], [-3.83, -0.58, 1.95], [0.79, 1.49, -1.47], [-0.06, 0.71, -0.74]],
  "nbo_charge": [0.193, 0.023, 0.093, 0.204, 0.232, 0.212, -0.236, -0.210, -0.229, -0.281],
  "e_above_lowest_kcal_mol": 66.53,
  "smiles": "N#C/C=N\\N=C/C#N",
  "total_charge": 0,
  "energy_ev": -10136.944,
  "fmax_ev_per_a": 4.95,
  "homo_ev": -11.17
}

***

No. 5
{
  "formula": "C6H19BrFeO4",
  "method": "ωB97M-V/def2-TZVPD",
  "elements": ["Fe", "O", "H", "Br", "C", "C", "O", "H", "H", "H", "H", "H", "H", "C", "C", "O", "H", "H", "H", "H", "H", "H", "C", "C", "O", "H", "H", "H", "H", "H", "H"],
  "coordinates": [[-12.870445, -4.698926, 5.202400], [-13.215190, -6.651984, 5.816206], [-12.334261, -6.784234, 5.414957], [-10.677277, -5.608543, 3.812229], [-6.364269, -8.886039, 2.408871], [-7.130116, -7.539139, 2.358349], [-7.736380, -7.313061, 3.602070], [-7.025427, -9.752524, 2.422137], [-5.767943, -8.914651, 3.320829], [-5.671290, -9.000345, 1.575314], [-7.936075, -7.634567, 1.630733], [-6.524701, -6.646950, 2.198455], [-8.498912, -6.732680, 3.544477], [-10.613439, -10.887188, 2.906250], [-10.741137, -9.413174, 2.708761], [-11.368299, -8.804769, 3.794670], [-11.599682, -11.339265, 3.011283], [-10.154096, -11.076988, 3.876353], [-10.063484, -11.436732, 2.142286], [-11.372629, -9.222027, 1.841133], [-9.753096, -9.004802, 2.496347], [-11.237258, -7.853810, 3.805146], [-11.336691, -2.551427, 8.391912], [-11.340609, -4.035699, 8.085016], [-11.360462, -4.242807, 6.692067], [-11.345781, -2.298941, 9.452230], [-12.213647, -2.101086, 7.926922], [-10.472803, -2.127407, 7.880042], [-12.224798, -4.519539, 8.499992], [-10.446775, -4.537373, 8.455814], [-10.454564, -4.304911, 6.380475]],
  "atomic_forces_ev_per_a": [[1.29, -3.58, 0.88], [0.35, 3.42, -1.05], [-0.30, -0.81, 0.32], [-0.88, 1.10, 0.31], [0.15, 0.88, 0.21], [-0.36, -0.67, 0.05], [-0.11, -0.57, 1.42], [-0.20, 0.20, 0.00], [0.01, 0.01, 0.06], [-0.09, 0.12, -0.13], [0.22, 0.25, -0.57], [0.49, -0.33, -0.79], [-0.04, 0.08, -0.23], [-0.47, -0.80, 1.09], [0.03, 0.46, -1.24], [-0.25, -0.58, 1.15], [-0.15, -0.04, -0.23], [0.35, 0.00, 0.00], [0.02, 0.34, -0.14], [0.11, -0.03, -0.51], [0.17, 0.29, 0.14], [0.19, 0.08, -0.32], [0.01, -0.03, -0.56], [-0.22, 0.15, 1.24], [-0.56, 0.21, -1.14], [0.16, -0.17, -0.07], [-0.13, 0.07, 0.08], [0.12, 0.28, 0.31], [0.10, -0.14, -0.02], [-0.12, 0.00, 0.30], [0.10, -0.21, -0.58]],
  "lowdin_spin": [3.710, 0.197, 0.005, 0.048, 0.000, 0.000, 0.002, 0.000, 0.000, 0.000, 0.000, 0.000, 0.002, 0.000, 0.000, 0.001, 0.000, 0.000, 0.000, 0.000, 0.000, 0.000, 0.001, 0.004, 0.030, 0.000, 0.000, 0.000, 0.000, 0.001, 0.001],
  "multiplicity": 5,
  "e_above_lowest_kcal_mol": 66.81,
  "total_charge": 0,
  "energy_ev": -119148.147,
  "fmax_ev_per_a": 3.90,
  "homo_ev": [-9.19, -9.19]
}

***

No. 6
{
  "formula": "C6H12O",
  "method": "ωB97M-V/def2-TZVPD",
  "elements": ["C", "C", "C", "C", "C", "C", "O", "H", "H", "H", "H", "H", "H", "H", "H", "H", "H", "H", "H"],
  "coordinates": [[-1.050070, 1.779939, 0.441992], [-0.185430, 0.626324, -0.027184], [0.833887, 0.981311, -1.094252], [-0.767098, -0.646648, -0.021315], [-0.172883, -1.871068, -0.646756], [0.407726, -1.898510, 0.717055], [1.552124, -1.426918, 1.009724], [-1.738570, 1.470666, 1.234438], [-0.452769, 2.618765, 0.810759], [-1.644988, 2.145004, -0.404410], [0.861298, 0.598461, 1.092140], [1.285256, 1.959064, -0.896718], [0.338749, 1.021599, -2.072714], [1.634561, 0.238230, -1.133730], [-1.714950, -0.763577, 0.496833], [-0.891235, -2.658557, -0.869007], [0.544630, -1.709318, -1.448576], [-0.195801, -2.371309, 1.503236], [1.355560, -0.093458, 1.308484]],
  "atomic_forces_ev_per_a": [[-0.03, 0.01, 0.07], [-0.09, -0.17, -0.15], [0.05, -0.02, 0.02], [-0.18, 0.32, -0.01], [0.08, -0.05, -0.04], [0.11, -0.11, 0.11], [-0.16, 0.05, 0.08], [0.11, 0.03, -0.12], [-0.02, -0.14, -0.06], [0.07, -0.03, 0.12], [-0.14, 0.19, 0.11], [-0.08, -0.15, 0.00], [0.07, -0.01, 0.12], [-0.13, 0.12, -0.03], [0.14, 0.01, -0.07], [0.09, 0.13, 0.04], [-0.09, -0.01, 0.12], [0.07, 0.06, -0.10], [0.12, -0.23, -0.18]],
  "nbo_charge": [-0.626, 0.045, -0.651, -0.296, -0.478, 0.285, -0.637, 0.218, 0.217, 0.219, -0.034, 0.217, 0.218, 0.234, 0.221, 0.227, 0.228, 0.149, 0.242],
  "e_above_lowest_kcal_mol": 85.87,
  "total_charge": 0,
  "energy_ev": -8460.630,
  "fmax_ev_per_a": 0.37,
  "homo_ev": -8.80
}